DFT (ωB97M-V/def2-TZVPD) results for a cluster of 8 separate species, C26H56NO12 in total at a distorted geometry.

Calculated values
- Net charge: +1
- Electronic energy: -1981.2314 hartree
- Highest occupied orbital energy: -11.9 eV
- Molar mass: 574.7 g/mol
- Lowest unoccupied orbital energy: -1.82 eV

```
95
Properties=species:S:1:pos:R:3:mulliken_charge:R:1
N -0.442 0.333 0.060 0.903
H -0.844 -0.037 0.799 -0.090
H 0.505 0.447 0.380 0.013
H -1.063 0.975 -0.255 0.163
H -0.378 -0.393 -0.648 0.148
O -2.272 2.892 0.647 -0.493
C -3.462 3.173 0.520 0.975
O -4.008 3.487 -0.740 -0.318
C -3.284 3.537 -1.910 0.552
C -4.102 4.205 -3.007 -1.522
C -4.502 2.958 1.679 -1.876
H -2.839 2.589 -2.534 0.107
H -2.480 4.425 -1.781 -0.123
H -3.533 4.293 -3.822 0.497
H -4.360 5.291 -2.578 0.234
H -4.931 3.583 -2.872 0.437
H -4.212 2.141 2.380 0.191
H -5.234 2.749 1.297 0.798
H -4.541 3.727 2.261 0.546
O -1.523 -2.502 -1.474 -0.382
C -2.080 -3.258 -2.382 0.566
O -1.814 -3.349 -3.732 -0.298
C -0.786 -2.530 -4.253 0.295
C -0.532 -2.747 -5.713 -1.769
C -3.178 -4.228 -2.016 -0.932
H 0.147 -2.906 -3.771 0.064
H -0.872 -1.495 -3.888 0.254
H -0.355 -3.758 -5.979 0.388
H 0.296 -2.387 -6.218 0.485
H -1.292 -2.480 -6.260 0.486
H -4.085 -3.887 -2.627 0.341
H -3.600 -4.047 -0.820 0.123
H -2.802 -5.216 -2.175 0.344
O 2.590 -0.052 -0.608 -0.478
C 3.676 0.001 -0.028 0.800
O 4.920 -0.522 -0.475 -0.370
C 4.910 -1.377 -1.566 0.016
C 6.247 -2.267 -1.716 -1.589
C 3.739 0.658 1.359 -1.228
H 5.005 -0.635 -2.304 0.343
H 3.881 -2.112 -1.627 0.101
H 6.178 -2.880 -0.923 0.462
H 7.048 -1.779 -1.549 0.538
H 6.130 -2.761 -2.712 0.326
H 4.356 1.621 1.441 0.390
H 3.968 0.064 2.145 0.592
H 2.865 1.397 1.623 0.041
O 0.800 3.246 -0.814 -0.496
C 1.302 4.263 -1.135 0.714
O 2.466 4.426 -1.633 -0.315
C 3.368 3.361 -1.822 0.433
C 4.679 3.908 -2.199 -1.308
C 0.386 5.598 -1.179 -1.053
H 2.958 2.626 -2.696 0.155
H 3.197 2.723 -1.056 -0.171
H 4.562 4.171 -3.194 0.406
H 5.399 3.058 -2.286 0.333
H 5.300 4.739 -1.682 0.302
H 0.472 6.039 -2.019 0.546
H 0.743 6.146 -0.404 0.417
H -0.771 5.207 -0.879 -0.062
O 0.283 -2.276 1.332 -0.282
C 1.161 -3.064 1.070 0.615
O 1.831 -3.697 2.051 -0.308
C 1.651 -3.233 3.404 0.067
C 2.467 -4.232 4.331 -1.225
C 1.503 -3.554 -0.363 -1.099
H 0.515 -3.468 3.554 0.175
H 1.968 -2.195 3.530 0.152
H 2.158 -5.210 3.971 0.347
H 1.981 -4.233 5.338 0.361
H 3.560 -3.943 4.466 0.311
H 1.211 -4.537 -0.619 0.503
H 2.664 -3.665 -0.448 0.211
H 1.211 -2.850 -0.985 0.221
C -5.350 -1.315 0.830 -1.099
C -4.088 -0.989 1.127 0.753
O -3.331 -0.090 0.401 -0.409
C -3.296 -1.683 2.160 -0.679
H -5.222 -1.613 -0.159 0.325
H -5.980 -0.353 1.164 0.275
H -6.014 -2.155 1.397 0.315
H -2.294 -1.384 2.495 -0.139
H -3.306 -2.731 2.020 0.359
H -4.009 -1.766 3.228 0.279
C 0.756 1.109 5.402 -1.394
C -0.028 0.988 4.077 0.743
O 0.598 0.888 2.971 -0.357
C -1.572 0.848 4.194 -0.850
H 0.282 1.813 6.014 0.458
H 1.799 1.146 4.928 0.253
H 0.604 0.270 5.942 0.392
H -1.811 1.076 3.173 -0.136
H -2.033 1.699 4.764 0.463
H -1.786 -0.055 4.612 0.446
```


DFT (ωB97M-V/def2-TZVPD) results for a structure of composition C26H57ClF4GaN6O7P2S at a distorted geometry.

Calculated values
- Net charge: -1
- Electronic energy: -5744.7975 hartree
- Highest occupied orbital energy: -6.0 eV
- Molar mass: 841.0 g/mol
- Lowest unoccupied orbital energy: 0.11 eV

```
105
Properties=species:S:1:pos:R:3:mulliken_charge:R:1
C -0.244 4.459 3.277 -0.416
C -0.633 5.905 3.486 -0.198
C -2.187 6.446 3.589 0.524
O -3.146 5.750 4.248 -0.576
O -2.652 7.736 2.990 -0.318
C -3.184 7.355 1.649 -0.141
C -3.008 8.655 0.664 -0.508
C -3.277 8.343 -0.933 -0.734
C -2.707 6.891 -1.448 -0.568
C -1.095 7.052 -1.714 -0.387
C -0.159 6.106 -0.717 -0.034
Ga 1.746 5.912 -1.517 -1.011
C 2.962 4.727 -0.329 0.080
C 4.197 4.092 -1.257 0.224
O 4.254 2.752 -1.488 -0.521
Cl 5.519 5.205 -2.024 -0.199
C 2.605 7.789 -1.607 0.441
C 3.558 7.986 -0.248 -0.855
F 1.649 8.919 -1.675 -0.354
S 1.517 4.846 -3.547 0.746
O 2.898 4.478 -4.199 -0.633
O 0.759 5.701 -4.609 -0.633
C 0.671 3.186 -3.182 0.692
F 0.560 2.917 -1.701 -0.186
F -0.686 3.074 -3.809 -0.253
F 1.453 2.021 -3.724 -0.243
H -0.356 3.691 4.160 0.247
H 0.234 4.063 2.262 0.229
H 0.258 6.658 3.611 0.327
H -4.348 7.106 1.676 0.163
H -2.563 6.419 1.313 0.155
H -3.847 9.433 0.988 0.309
H -1.967 9.191 0.791 0.231
H -2.785 9.205 -1.589 0.294
H -4.458 8.399 -1.078 0.335
H -3.221 6.694 -2.506 0.297
H -3.007 5.978 -0.775 0.335
H -0.863 6.737 -2.817 0.251
H -0.832 8.184 -1.556 0.165
H -0.603 5.001 -0.661 0.253
H -0.116 6.497 0.386 0.063
H 3.506 5.307 0.547 0.397
H 2.383 3.794 0.099 0.142
H 3.292 7.814 -2.574 0.204
H 2.904 7.688 0.683 0.157
H 4.479 7.260 -0.288 0.187
H 3.912 9.106 -0.194 0.305
O 2.746 -0.181 2.008 -0.878
P 2.678 -1.702 1.729 0.819
N 4.240 -1.745 1.044 0.307
C 4.569 -1.291 -0.296 -1.212
C 5.296 -1.299 1.961 -1.155
N 1.419 -1.568 0.590 0.304
C 1.582 -1.473 -0.845 -1.176
C 0.282 -0.744 1.006 -1.137
N 2.599 -3.451 1.408 0.125
C 3.742 -4.333 1.629 -1.042
C 1.366 -4.134 1.808 -1.318
H 5.642 -1.360 -0.493 0.354
H 4.267 -0.251 -0.457 0.428
H 4.116 -1.927 -1.053 0.275
H 5.105 -1.665 2.975 0.375
H 5.360 -0.204 2.000 0.311
H 6.273 -1.694 1.662 0.329
H 2.081 -0.546 -1.138 0.367
H 0.615 -1.500 -1.364 0.331
H 2.126 -2.338 -1.233 0.305
H 0.471 0.321 0.836 0.336
H 0.071 -0.890 2.072 0.346
H -0.632 -1.025 0.470 0.320
H 4.501 -4.199 0.851 0.256
H 3.464 -5.392 1.570 0.484
H 4.196 -4.158 2.610 0.306
H 0.979 -4.708 0.957 0.485
H 0.578 -3.440 2.117 0.318
H 1.518 -4.819 2.648 0.446
O -1.212 -6.634 0.198 -0.814
P -2.068 -7.699 -0.532 0.870
N -3.355 -6.613 -0.811 0.247
C -4.323 -6.202 0.191 -0.996
C -2.969 -5.436 -1.599 -1.197
N -2.265 -8.675 0.850 0.205
C -3.385 -8.632 1.764 -1.081
C -1.037 -8.960 1.596 -1.103
N -3.051 -8.923 -1.371 -0.029
C -3.826 -8.607 -2.569 -1.029
C -2.461 -10.257 -1.502 -1.089
H -5.018 -5.456 -0.203 0.352
H -3.836 -5.773 1.073 0.233
H -4.960 -7.031 0.489 0.272
H -2.275 -5.718 -2.397 0.372
H -2.483 -4.675 -0.976 0.369
H -3.840 -4.984 -2.085 0.319
H -3.433 -7.683 2.305 0.320
H -3.325 -9.430 2.515 0.357
H -4.325 -8.819 1.238 0.272
H -0.782 -8.144 2.281 0.326
H -0.196 -9.108 0.911 0.343
H -1.129 -9.885 2.176 0.355
H -4.718 -8.024 -2.320 0.251
H -4.208 -9.509 -3.061 0.491
H -3.224 -8.055 -3.297 0.318
H -3.174 -11.005 -1.134 0.270
H -1.541 -10.373 -0.922 0.332
H -2.204 -10.503 -2.538 0.468
```